# 1
The following is a DFT calculation (the ωB97M-V functional and the def2-TZVPD basis) of C4H8FIMgN2O3P as an isolated structure at a distorted geometry.

Last column: Mulliken charge in e.
Positions of all 21 atoms, in Å:
N1 1.125 2.240 0.078  -0.3466
P1 -0.079 1.463 -0.863  0.5811
O1 0.446 1.292 -2.370  -0.3749
N2 -0.349 -0.192 -0.345  0.0137
C1 0.805 -0.801 0.300  -0.1813
C2 0.994 -2.284 -0.072  -0.4354
F1 2.335 -2.568 0.039  -0.3058
C3 -1.535 -0.050 0.517  -0.3089
I1 -2.073 -1.739 1.695  0.2857
C4 -2.681 0.229 -0.434  0.5386
O2 -2.997 1.406 -0.701  -0.4762
O3 -3.292 -0.688 -0.912  -0.4571
H1 2.028 2.057 -0.383  0.3633
H2 1.177 1.837 1.046  -0.0989
H3 0.808 2.160 -2.621  0.3715
H4 0.809 -0.697 1.397  -0.1067
H5 1.736 -0.332 -0.036  0.4824
H6 0.676 -2.485 -1.093  0.3290
H7 0.469 -2.946 0.612  0.2491
H8 -1.443 0.846 1.150  0.4413
Mg1 1.040 1.252 2.999  0.4362

Properties
net charge	+1
HOMO	-0.4407	Ha
max |F|	2.380	eV Å⁻¹
orbital gap	3.749	eV


# 2
The following is a DFT calculation (the ωB97M-V functional and the def2-TZVPD basis) of one molecule with the formula C5H7NO.

Last column: Mulliken charge in e.
Positions of all 14 atoms, in Å:
H1 0.493 -1.434 1.255  0.3137
N1 0.655 -2.299 0.736  -0.5915
C1 -0.074 -2.363 -0.290  0.1044
O1 -1.004 -1.482 -0.763  -0.3274
C2 -1.212 -0.296 -0.075  -0.5859
C3 -0.337 0.687 -0.057  0.4792
C4 0.969 1.211 -0.463  -0.4216
C5 0.005 2.045 0.377  -0.5091
H2 -0.035 -3.220 -0.960  0.3770
H3 -2.185 -0.243 0.407  0.3072
H4 1.108 1.487 -1.506  0.2065
H5 1.860 0.815 0.020  0.2105
H6 0.254 2.210 1.423  0.2087
H7 -0.497 2.883 -0.104  0.2283

Properties
net charge	0
SMILES string	[H]/N=C\OC=C1CC1
HOMO	-0.3571	Ha
max |F|	0.415	eV Å⁻¹
orbital gap	10.703	eV


# 3
The following is a DFT calculation (the ωB97M-V functional and the def2-TZVPD basis) of C33H88N8NiO11 as an isolated structure at a distorted geometry.

Last column: Mulliken spin population.
Positions of all 141 atoms, in Å:
Ni1 0.534 -1.119 0.057  1.7198
C1 -0.088 1.011 0.314  -0.1254
O1 1.049 0.870 0.813  0.0550
O2 0.018 0.584 -0.873  0.1273
O3 -0.910 0.208 0.780  0.0939
C2 -2.257 -3.835 -1.978  0.0032
C3 -0.839 -3.276 -1.966  -0.0097
C4 -0.390 -2.515 -3.236  0.0006
O4 0.921 -2.073 -3.284  -0.0008
C5 1.212 -1.123 -4.326  0.0003
N1 -1.060 -2.293 -0.893  0.0764
H1 -2.542 -4.451 -1.124  -0.0009
H2 -2.469 -4.316 -2.933  0.0009
H3 -2.940 -3.007 -2.165  -0.0004
H4 -0.242 -4.165 -1.759  0.0031
H5 -0.996 -1.627 -3.414  0.0018
H6 -0.545 -3.051 -4.172  0.0000
H7 1.181 -1.645 -5.283  0.0000
H8 2.203 -0.739 -4.082  -0.0001
H9 0.473 -0.323 -4.277  0.0005
H10 -1.870 -1.745 -1.146  -0.0025
H11 -1.292 -2.807 -0.055  -0.0180
C6 -1.175 3.647 -2.426  0.0006
C7 -2.085 2.630 -3.105  -0.0009
C8 -2.672 3.133 -4.433  -0.0002
O5 -3.342 4.389 -4.378  0.0000
C9 -4.580 4.388 -3.711  0.0000
N2 -1.420 1.339 -3.297  0.0033
H12 -1.675 4.601 -2.260  0.0002
H13 -0.277 3.644 -3.044  -0.0002
H14 -1.029 3.456 -1.363  -0.0021
H15 -2.941 2.608 -2.431  0.0000
H16 -3.368 2.377 -4.798  0.0000
H17 -1.783 3.286 -5.045  0.0000
H18 -4.633 4.165 -2.645  0.0000
H19 -5.216 3.620 -4.152  0.0000
H20 -5.183 5.288 -3.835  0.0000
H21 -0.846 1.164 -2.484  -0.0144
H22 -0.844 1.308 -4.126  -0.0005
C10 0.817 4.891 1.200  -0.0005
C11 2.184 4.209 1.287  -0.0029
C12 3.388 5.072 1.671  -0.0002
O6 3.761 6.119 0.761  0.0000
C13 4.568 5.663 -0.288  -0.0003
N3 1.931 3.188 2.311  0.0001
H23 -0.107 4.320 1.112  0.0000
H24 0.862 5.580 0.356  0.0000
H25 0.491 5.439 2.085  0.0001
H26 2.468 3.514 0.496  0.0023
H27 4.235 4.444 1.948  0.0000
H28 3.237 5.487 2.667  0.0000
H29 5.567 5.818 0.121  0.0000
H30 4.359 6.400 -1.063  0.0000
H31 4.259 4.676 -0.633  0.0001
H32 1.582 3.534 3.193  -0.0005
H33 1.251 2.480 2.077  -0.0005
C14 1.065 -4.671 2.797  0.0021
C15 0.180 -3.928 1.792  -0.0144
C16 -1.293 -4.140 2.185  0.0042
O7 -2.166 -3.620 1.224  -0.0001
C17 -3.566 -3.708 1.652  -0.0001
N4 0.615 -2.503 1.634  0.0829
H34 2.144 -4.623 2.650  -0.0013
H35 0.911 -5.749 2.737  0.0002
H36 0.853 -4.350 3.817  0.0008
H37 0.320 -4.419 0.829  0.0014
H38 -1.356 -3.467 3.040  -0.0004
H39 -1.508 -5.181 2.429  0.0003
H40 -3.773 -4.743 1.922  0.0000
H41 -4.174 -3.374 0.811  -0.0001
H42 -3.536 -2.984 2.466  0.0001
H43 0.181 -2.015 2.405  -0.0080
H44 1.606 -2.409 1.805  -0.0097
C18 3.587 -3.570 -1.849  0.0041
C19 3.023 -3.107 -0.493  -0.0055
C20 4.071 -2.843 0.589  0.0017
O8 3.475 -2.571 1.869  0.0016
C21 4.401 -2.659 2.891  0.0001
N5 2.281 -1.914 -0.774  0.0540
H45 4.095 -2.737 -2.333  -0.0006
H46 2.888 -3.974 -2.581  -0.0007
H47 4.226 -4.441 -1.703  -0.0003
H48 2.301 -3.801 -0.062  0.0007
H49 4.830 -2.094 0.365  -0.0007
H50 4.420 -3.860 0.765  0.0001
H51 4.481 -3.688 3.243  -0.0001
H52 4.018 -2.166 3.784  0.0001
H53 5.383 -2.304 2.578  0.0000
H54 2.105 -2.028 -1.762  -0.0082
H55 2.979 -1.199 -0.628  -0.0140
C22 5.137 0.443 -2.269  0.0001
C23 4.165 1.349 -1.445  0.0012
C24 2.985 1.935 -2.181  0.0020
O9 3.432 2.830 -3.200  0.0000
C25 2.416 3.243 -4.059  0.0000
N6 3.787 0.410 -0.373  -0.0013
H56 5.727 -0.353 -1.815  0.0001
H57 5.838 1.129 -2.745  0.0000
H58 4.540 -0.195 -2.921  0.0000
H59 4.688 2.161 -0.938  0.0001
H60 2.419 2.398 -1.373  -0.0014
H61 2.342 1.139 -2.556  -0.0018
H62 1.690 3.811 -3.477  0.0000
H63 1.892 2.410 -4.527  -0.0001
H64 2.792 3.947 -4.801  0.0000
H65 3.088 0.978 0.084  0.0038
H66 4.473 0.217 0.343  -0.0003
C26 1.057 0.178 4.511  -0.0007
C27 -0.253 -0.620 4.605  0.0004
C28 -0.674 -0.661 6.144  0.0004
O10 -1.402 -1.861 6.488  0.0000
C29 -2.841 -1.813 6.502  0.0000
N7 -1.206 -0.037 3.709  0.0007
H67 1.548 0.371 3.557  -0.0006
H68 1.848 -0.336 5.057  -0.0001
H69 1.023 1.188 4.919  0.0000
H70 0.010 -1.652 4.376  0.0005
H71 -1.081 0.306 6.440  0.0000
H72 0.222 -0.867 6.729  -0.0001
H73 -3.339 -1.014 7.051  0.0000
H74 -2.963 -2.712 7.106  0.0000
H75 -3.198 -1.820 5.472  0.0000
H76 -0.989 0.096 2.732  -0.0027
H77 -1.483 0.886 4.010  0.0006
C30 -5.438 0.402 -2.343  0.0000
C31 -4.452 0.539 -1.183  0.0014
C32 -5.039 -0.158 0.059  -0.0006
O11 -6.076 0.745 0.507  0.0000
C33 -6.664 0.076 1.571  0.0000
N8 -3.141 -0.046 -1.456  -0.0011
H78 -4.935 0.523 -3.302  0.0001
H79 -6.306 1.050 -2.223  0.0000
H80 -5.769 -0.633 -2.272  0.0000
H81 -4.331 1.554 -0.805  0.0003
H82 -4.243 -0.166 0.804  0.0024
H83 -5.278 -1.197 -0.168  0.0001
H84 -7.039 -0.885 1.218  0.0000
H85 -7.587 0.623 1.764  0.0000
H86 -6.149 -0.034 2.525  0.0000
H87 -2.610 0.494 -2.124  0.0000
H88 -2.631 0.033 -0.587  -0.0018

Properties
net charge	0
HOMO (spin up / spin down)	-0.2657 / -0.2625	Ha
spin multiplicity	3
max |F|	10.669	eV Å⁻¹
orbital gap (spin up / spin down)	7.635 / 7.545	eV


# 4
The following is a DFT calculation (the ωB97M-V functional and the def2-TZVPD basis) of a 3-piece molecular cluster, C33H66BFN3O6P overall.

Last column: Mulliken charge in e.
Positions of all 111 atoms, in Å:
C1 -1.035 -4.023 -3.502  -1.6052
C2 -0.714 -2.887 -2.548  0.5651
F1 -1.810 -2.769 -1.645  -0.4588
C3 0.551 -3.046 -1.693  -1.8766
P1 1.871 -1.654 -1.980  2.3898
C4 1.985 -2.108 -3.775  -1.4222
C5 2.349 -3.593 -4.032  -0.4142
C6 3.623 -3.689 -4.871  -0.7716
O1 4.134 -5.010 -4.937  -0.5590
C7 0.691 -0.478 -1.147  -1.0962
C8 0.656 -0.545 0.388  -1.1558
C9 1.825 0.161 1.072  0.0066
C10 1.578 0.360 2.552  -1.2733
O2 1.298 -0.891 3.202  -0.3515
C11 2.303 -1.468 3.863  0.1993
O3 2.158 -2.436 4.549  -0.4751
C12 3.109 -0.157 -2.282  -1.7416
C13 2.794 0.950 -3.323  -1.4366
C14 1.376 1.143 -3.804  0.9538
O4 0.884 0.523 -4.710  -0.5672
N1 0.673 2.176 -3.110  -0.1495
C15 -0.742 2.231 -3.365  -0.1822
C16 -1.613 1.801 -2.379  0.1281
C17 -2.985 1.830 -2.594  -0.9403
C18 -3.492 2.302 -3.796  -0.3077
C19 -2.621 2.763 -4.773  -0.8734
C20 -1.252 2.726 -4.561  0.0526
C21 3.192 -2.505 -0.991  -1.6771
B1 2.802 -3.431 0.221  0.5917
O5 2.873 -2.940 1.495  -0.3201
O6 2.498 -4.777 0.012  -0.6163
H1 -0.719 -3.796 -4.519  0.3222
H2 -2.119 -4.137 -3.534  0.4739
H3 -0.608 -4.968 -3.172  0.3061
H4 -0.715 -1.936 -3.088  0.1616
H5 0.939 -4.054 -1.824  0.9417
H6 0.168 -3.004 -0.670  0.7619
H7 1.077 -1.857 -4.317  0.5811
H8 2.768 -1.509 -4.237  0.7393
H9 2.558 -4.133 -3.108  0.1001
H10 1.552 -4.104 -4.568  0.0980
H11 3.439 -3.372 -5.897  0.3966
H12 4.374 -3.010 -4.446  0.3510
H13 4.471 -5.245 -4.068  0.3115
H14 0.921 0.558 -1.392  0.6283
H15 -0.323 -0.651 -1.507  0.6598
H16 -0.252 -0.020 0.704  0.8647
H17 0.552 -1.561 0.763  0.1288
H18 2.775 -0.346 0.905  0.0153
H19 1.917 1.160 0.632  0.3868
H20 0.697 0.982 2.710  0.4293
H21 2.419 0.859 3.037  0.4985
H22 3.283 -0.996 3.688  0.3704
H23 3.293 0.322 -1.316  0.6374
H24 4.067 -0.600 -2.568  0.5407
H25 3.121 1.916 -2.928  0.3703
H26 3.397 0.777 -4.216  0.4777
H27 1.107 3.065 -3.335  0.4062
H28 -1.224 1.452 -1.432  0.3927
H29 -3.644 1.474 -1.812  0.4531
H30 -4.559 2.312 -3.969  0.4834
H31 -3.003 3.139 -5.711  0.3721
H32 -0.567 3.071 -5.325  0.3702
H33 3.787 -3.109 -1.681  0.3321
H34 3.866 -1.728 -0.626  0.4455
H35 2.502 -3.550 2.144  0.2545
H36 1.591 -5.009 0.231  0.3307
C22 5.411 0.612 8.896  -1.4658
C23 4.702 -0.489 8.123  -0.1805
N2 5.574 -1.589 7.756  0.0864
C24 4.967 -2.508 6.807  -0.4855
C25 3.741 -3.314 7.245  -1.0486
C26 6.306 -2.201 8.852  -0.7550
C27 5.500 -2.797 10.015  -0.9546
H37 6.264 0.995 8.333  0.3367
H38 4.720 1.437 9.076  0.4366
H39 5.766 0.270 9.868  0.3052
H40 4.313 -0.065 7.192  0.3284
H41 3.822 -0.813 8.701  0.2460
H42 5.744 -3.197 6.464  0.3106
H43 4.686 -1.920 5.927  0.1682
H44 4.006 -4.138 7.907  0.3378
H45 3.260 -3.739 6.366  0.4298
H46 3.000 -2.692 7.749  0.2232
H47 6.990 -1.453 9.258  0.4246
H48 6.951 -2.972 8.424  0.3468
H49 4.678 -2.145 10.316  0.2434
H50 6.149 -2.928 10.882  0.3716
H51 5.084 -3.774 9.772  0.2831
C28 -10.654 5.619 -2.083  -1.4184
C29 -9.281 5.048 -1.764  -0.3041
N3 -8.699 4.301 -2.865  0.1086
C30 -7.520 3.545 -2.484  -0.8052
C31 -6.270 4.316 -2.039  -0.8369
C32 -8.617 5.009 -4.131  -0.7080
C33 -7.819 6.321 -4.175  -0.9459
H52 -11.341 4.830 -2.391  0.3321
H53 -11.063 6.103 -1.195  0.4330
H54 -10.615 6.370 -2.872  0.2925
H55 -9.379 4.355 -0.924  0.4327
H56 -8.633 5.868 -1.412  0.2499
H57 -7.257 2.892 -3.322  0.3975
H58 -7.818 2.874 -1.672  0.3789
H59 -5.744 4.764 -2.881  0.1785
H60 -5.572 3.630 -1.555  0.2810
H61 -6.506 5.102 -1.322  0.3345
H62 -9.635 5.217 -4.466  0.3788
H63 -8.212 4.313 -4.870  0.3361
H64 -8.024 6.950 -3.307  0.2412
H65 -8.097 6.889 -5.064  0.3697
H66 -6.744 6.151 -4.224  0.2768

Properties
net charge	0
SMILES string	C[C@@H](F)CP(CCCO)(CCCCOC=O)(CCC(=O)Nc1ccccc1)CB(O)O.CCN(CC)CC.CCN(CC)CC
HOMO	-0.2936	Ha
max |F|	0.798	eV Å⁻¹
orbital gap	8.365	eV


# 5
The following is a DFT calculation (the ωB97M-V functional and the def2-TZVPD basis) of a 2-piece molecular cluster, C3H9S2 overall at a distorted geometry.

Last column: Mulliken charge in e.
Positions of all 14 atoms, in Å:
C1 1.390 2.572 -1.836  -0.6961
S1 2.350 3.073 -3.370  -0.7466
H1 1.716 1.636 -1.359  0.0981
H2 0.269 2.590 -1.917  0.1697
H3 1.830 3.041 -0.861  0.1760
C2 -1.019 -0.312 0.257  -0.6951
S2 -1.838 -1.064 1.667  -0.0953
C3 -0.687 -2.540 1.838  -0.7626
H4 0.051 -0.470 0.142  0.2258
H5 -1.501 -0.776 -0.661  0.2820
H6 -1.185 0.848 0.305  0.2584
H7 -1.207 -3.482 1.531  0.2465
H8 -0.503 -2.782 2.865  0.3015
H9 0.333 -2.334 1.397  0.2377

Properties
net charge	-1
HOMO	-0.0755	Ha
max |F|	2.623	eV Å⁻¹
orbital gap	4.667	eV


Here are the calculated DFT total energy numbers, same order: -1431.0113; -324.6262; -4083.7380; -2378.7898; -916.0397 (Eh).